# 1
# C4H5NO

One molecule with the formula C4H5NO (the ωB97M-V functional and the def2-TZVPD basis, the OMol25 dataset).

Last column: natural (NBO) charge in e.
Cartesian coordinates (Å):
C1 -1.46661 -0.08961 0.03932  -0.596
C2 0.03460 -0.10561 0.01642  -0.470
C3 0.92022 -1.24269 0.14435  0.400
O1 2.14218 -1.15350 0.12090  -0.592
N1 1.71473 1.78547 -0.21285  -0.625
C4 0.88075 0.91136 -0.10643  0.673
H1 -1.79624 -1.12253 0.17566  0.230
H2 -1.88264 0.50509 0.85771  0.218
H3 -1.89614 0.27174 -0.90164  0.217
H4 0.41230 -2.21448 0.28668  0.123
H5 0.94423 2.45008 -0.42302  0.422

Output
HOMO energy in eV: -8.661
Energy in eV: -7763.4905
Relative energy (zero: lowest compared OMol25 entry of this formula, charge and spin) in eV: 3.036
Frontier orbital gap in Eh: 0.32609
Total charge: 0
SMILES: CC(=C=N)C=O



# 2
# C6H9NO3

C6H9NO3 as an isolated structure (the ωB97M-V functional and the def2-TZVPD basis, the OMol25 dataset).

Last column: natural (NBO) charge in e.
Cartesian coordinates (Å):
C1 0.55517 0.08255 -2.26865  0.716
C2 -0.10340 -1.35796 -1.96553  -0.601
C3 0.08807 1.43777 1.24756  -0.499
C4 1.05184 0.45382 2.05013  -0.052
C5 -1.08112 -1.47431 -0.89200  0.170
C6 0.35561 0.49798 0.14391  0.386
N1 0.69239 0.87426 -1.17635  -0.668
O1 1.07994 0.34820 -3.27766  -0.565
O2 1.41345 -0.17296 0.81606  -0.523
O3 -0.94113 -2.40037 0.07781  -0.679
H1 -0.67495 -1.54707 -2.79092  0.231
H2 0.49113 -2.28186 -1.81274  0.227
H3 -0.95520 1.45802 1.51745  0.222
H4 0.55409 2.48122 1.06784  0.200
H5 1.83788 0.98876 2.55648  0.186
H6 0.42783 -0.11241 2.64331  0.175
H7 -1.98548 -0.88517 -0.93005  0.182
H8 0.69662 1.82818 -1.48811  0.403
H9 -0.22281 -3.00385 0.05270  0.489

Output
HOMO energy (alpha / beta) in eV: -7.396 / -6.839
Energy in eV: -13995.6345
Relative energy (zero: lowest compared OMol25 entry of this formula, charge and spin) in eV: 4.974
Frontier orbital gap (alpha / beta) in Eh: 0.30018 / 0.26927
Total charge: 0



# 3
# C48H51N4O4S

A 2-piece molecular cluster, C48H51N4O4S overall (the ωB97M-V functional and the def2-TZVPD basis, the OMol25 dataset).

Last column: Mulliken charge in e.
Cartesian coordinates (Å):
C1 5.28621 -6.47806 -3.79637  -0.774
O1 5.91251 -5.20770 -3.49545  -0.442
C2 5.10258 -4.12298 -3.34752  0.593
C3 3.72164 -4.10965 -3.53410  -0.616
C4 3.00632 -3.03090 -3.00488  -0.277
C5 1.53530 -3.16591 -2.78008  -0.658
C6 1.30105 -3.64976 -1.32718  0.473
C7 1.44231 -5.16348 -1.18379  -0.041
O2 2.49083 -5.80508 -1.13125  -0.663
N1 0.17697 -5.66047 -1.03198  0.352
C8 -0.07404 -7.08823 -1.15744  -0.979
C9 -0.88631 -4.64933 -0.97971  0.023
C10 -1.70878 -4.71516 -2.27373  -1.397
C11 -1.80655 -4.93129 0.21786  -1.322
N2 -0.06983 -3.41077 -0.86132  0.507
C12 -0.48342 -2.12623 -0.73093  0.195
C13 -1.79251 -1.69225 -0.71311  0.330
C14 -2.35583 -0.40818 -0.63534  0.797
C15 -3.77543 -0.32049 -0.89641  0.484
C16 -4.39607 0.83502 -1.43063  -0.378
C17 -5.77443 0.83514 -1.75151  -0.606
C18 -6.53029 -0.34553 -1.65515  -0.382
C19 -5.92323 -1.51469 -1.20707  -0.525
C20 -4.62972 -1.45912 -0.69257  -0.396
C21 3.62009 -1.84828 -2.58849  -0.939
C22 4.97694 -1.87110 -2.30854  0.883
O3 5.64328 -1.05403 -1.43869  -0.407
C23 4.92772 -0.36906 -0.37640  -0.364
C24 5.72812 -2.94123 -2.87130  0.552
O4 7.08565 -2.92255 -2.74984  -0.535
C25 7.60209 -3.48607 -1.51231  -0.544
H1 6.11147 -7.18935 -3.92077  0.268
H2 4.62423 -6.78310 -2.97693  0.311
H3 4.71008 -6.42253 -4.73792  0.311
H4 3.20625 -4.94104 -4.01888  0.256
H5 1.07293 -2.17453 -2.91783  0.472
H6 1.07044 -3.86902 -3.49302  0.296
H7 2.02914 -3.19984 -0.63003  0.159
H8 0.88360 -7.61638 -1.05383  0.375
H9 -0.75427 -7.45347 -0.37666  0.282
H10 -0.50936 -7.36387 -2.13526  0.349
H11 -1.04542 -4.69009 -3.15248  0.322
H12 -2.28357 -5.65688 -2.26660  0.469
H13 -2.40134 -3.86696 -2.33347  0.339
H14 -1.21942 -4.91502 1.14921  0.345
H15 -2.59574 -4.17209 0.28767  0.220
H16 -2.26060 -5.92703 0.06997  0.456
H17 0.31846 -1.38419 -0.68440  0.648
H18 -2.51450 -2.50174 -0.85991  -0.976
H19 -1.77696 0.49785 -0.49431  -0.565
H20 -3.77131 1.72903 -1.56249  0.317
H21 -6.24980 1.76130 -2.08528  0.392
H22 -7.59795 -0.35785 -1.91981  0.387
H23 -6.45567 -2.46860 -1.21886  0.384
H24 -4.27281 -2.31142 -0.11351  0.543
H25 3.01537 -0.94243 -2.38405  0.427
H26 5.70321 0.10934 0.23003  0.290
H27 4.24379 0.39749 -0.77657  -0.007
H28 4.36504 -1.09019 0.24436  0.292
H29 8.68097 -3.37964 -1.61723  0.265
H30 7.21537 -2.91350 -0.66287  0.194
H31 7.29985 -4.53635 -1.43267  0.213
C26 -4.06882 7.46213 4.36111  -0.416
C27 -5.04872 6.60909 3.83303  -0.813
C28 -4.69102 5.34430 3.35115  -0.057
C29 -3.34778 4.95829 3.34001  -0.554
C30 -2.91883 3.57993 2.82717  0.910
C31 -2.21327 2.83057 3.97129  -0.072
C32 -1.20939 1.90748 3.68393  -0.336
C33 -0.31476 1.49368 4.67297  -0.773
C34 -0.59272 1.83022 6.00312  -0.489
C35 -1.71393 2.59527 6.32949  -0.794
C36 -2.51213 3.11010 5.30842  -0.356
C37 -1.95581 3.74905 1.64597  -1.509
C38 -2.21883 4.90681 0.68036  -0.465
C39 -0.86509 5.28351 0.13188  -0.998
N3 -0.10268 4.05882 -0.13101  0.319
C40 1.23901 4.14188 -0.46854  0.244
C41 1.76941 2.91059 -0.84130  0.576
C42 3.06859 2.86976 -1.35087  -0.475
C43 3.81760 4.06212 -1.41296  -0.833
C44 3.27048 5.28066 -0.99521  -0.798
C45 1.98222 5.32437 -0.45692  -0.661
S1 0.59327 1.62192 -0.55937  -0.162
C46 -0.59021 2.78615 0.07952  0.189
N4 -1.64295 2.54025 0.83087  -0.003
C47 -2.36251 5.83231 3.82116  0.311
C48 -2.71992 7.07487 4.36215  -0.900
H32 -4.33863 8.44490 4.74802  0.386
H33 -6.10142 6.91772 3.81594  0.385
H34 -5.44404 4.65309 2.95353  0.378
H35 -3.80028 2.99657 2.53001  0.682
H36 -1.09156 1.56810 2.66542  0.555
H37 0.54797 0.89258 4.37243  0.404
H38 0.08399 1.47143 6.78088  0.361
H39 -1.98079 2.78161 7.36998  0.404
H40 -3.33663 3.77383 5.55582  0.443
H41 -1.02308 4.03617 2.17477  0.559
H42 -2.91240 4.61346 -0.12272  0.269
H43 -2.62914 5.77357 1.20927  0.404
H44 -0.93665 5.87593 -0.78823  0.439
H45 -0.28410 5.89028 0.83870  0.533
H46 3.45470 1.93058 -1.73702  0.650
H47 4.83780 4.04444 -1.79113  0.433
H48 3.82115 6.21869 -1.07755  0.382
H49 1.53798 6.21143 -0.00427  0.390
H50 -1.31078 5.53261 3.79148  0.485
H51 -1.93998 7.71840 4.78682  0.390

Output
HOMO energy in eV: -9.979
Energy in eV: -75580.7912
Relative energy (zero: lowest compared OMol25 entry of this formula, charge and spin) in eV: 1.381
Frontier orbital gap in Eh: 0.19477
Total charge: +1



relative energy (zero: lowest compared OMol25 entry of this formula, charge and spin) of number 3 (C48H51N4O4S)?
1.381 eV



What is the energy in the first record?
-7763.4905 eV



Please write out number 2 again, unchanged.
# C6H9NO3

C6H9NO3 as an isolated structure (the ωB97M-V functional and the def2-TZVPD basis, the OMol25 dataset).

Last column: natural (NBO) charge in e.
Cartesian coordinates (Å):
C1 0.55517 0.08255 -2.26865  0.716
C2 -0.10340 -1.35796 -1.96553  -0.601
C3 0.08807 1.43777 1.24756  -0.499
C4 1.05184 0.45382 2.05013  -0.052
C5 -1.08112 -1.47431 -0.89200  0.170
C6 0.35561 0.49798 0.14391  0.386
N1 0.69239 0.87426 -1.17635  -0.668
O1 1.07994 0.34820 -3.27766  -0.565
O2 1.41345 -0.17296 0.81606  -0.523
O3 -0.94113 -2.40037 0.07781  -0.679
H1 -0.67495 -1.54707 -2.79092  0.231
H2 0.49113 -2.28186 -1.81274  0.227
H3 -0.95520 1.45802 1.51745  0.222
H4 0.55409 2.48122 1.06784  0.200
H5 1.83788 0.98876 2.55648  0.186
H6 0.42783 -0.11241 2.64331  0.175
H7 -1.98548 -0.88517 -0.93005  0.182
H8 0.69662 1.82818 -1.48811  0.403
H9 -0.22281 -3.00385 0.05270  0.489

Output
HOMO energy (alpha / beta) in eV: -7.396 / -6.839
Energy in eV: -13995.6345
Relative energy (zero: lowest compared OMol25 entry of this formula, charge and spin) in eV: 4.974
Frontier orbital gap (alpha / beta) in Eh: 0.30018 / 0.26927
Total charge: 0



energy of number 2 (C6H9NO3)?
-13995.6345 eV